Formula: C16H41FN9O17P
Source: OMol25
Level of theory: ωB97M-V with the def2-TZVPD basis set

Calculated values
E_LUMO	-0.32	eV
SMILES	CC(=O)NCCCCPCCF.C[N+](=O)[O-].C[N+](=O)[O-].C[N+](=O)[O-].C[N+](=O)[O-].C[N+](=O)[O-].C[N+](=O)[O-].C[N+](=O)[O-].C[N+](=O)[O-]
DFT total energy	-77459.089	eV
frontier orbital gap	7.87	eV
2S+1	1

CARTESIAN COORDINATES (ANGSTROEM)
P (1.396, -2.931, 0.494)
F (0.741, -0.288, 3.221)
O (-0.078, 8.018, -3.671)
O (-1.425, 5.083, 0.217)
O (-1.337, 5.624, -4.531)
O (0.113, 4.035, -4.456)
O (-2.422, -9.435, -3.132)
O (-3.881, 1.006, 1.844)
O (8.144, 2.579, -0.372)
O (-3.319, -9.826, 2.090)
O (-0.974, -5.742, 1.396)
O (4.407, 3.607, 3.309)
O (0.716, 8.473, -1.720)
O (-2.940, -7.803, -1.823)
O (-2.722, -7.967, 2.999)
O (3.754, 4.261, 1.361)
O (-0.026, 3.449, 0.296)
O (9.020, 3.170, 1.506)
O (-1.531, -5.221, -0.614)
N (-0.198, 8.294, -2.495)
N (-1.787, -5.631, 0.502)
N (-2.056, 1.502, 0.540)
N (8.072, 2.954, 0.780)
N (-0.484, 4.926, -5.031)
N (-2.666, -9.174, 2.874)
N (-2.249, -8.329, -2.670)
N (3.559, 3.773, 2.456)
N (-0.612, 4.342, -0.289)
C (-2.539, 2.832, 2.563)
C (-1.134, -0.797, 0.200)
C (-1.089, -7.551, -3.186)
C (-2.896, 1.672, 1.628)
C (-3.189, -6.027, 0.803)
C (-1.578, 8.410, -1.949)
C (-2.213, 0.243, -0.176)
C (0.984, -1.767, -0.894)
C (-1.711, -9.896, 3.756)
C (2.013, -1.826, 1.888)
C (-0.148, 5.188, -6.454)
C (-0.315, 4.542, -1.733)
C (0.992, -1.655, 3.030)
C (6.718, 3.169, 1.359)
C (2.175, 3.340, 2.785)
C (0.213, -0.498, -0.490)
H (-1.044, -0.857, 1.288)
H (6.650, 4.207, 1.664)
H (5.978, 2.940, 0.601)
H (-3.345, 2.970, 3.278)
H (1.536, 3.550, 1.935)
H (0.027, 0.090, -1.396)
H (-3.207, -0.184, -0.083)
H (-2.067, 0.449, -1.244)
H (2.208, 2.275, 2.997)
H (-1.242, 4.410, -2.274)
H (6.620, 2.508, 2.214)
H (-1.231, -7.430, -4.255)
H (-1.769, -10.954, 3.532)
H (-3.785, -5.872, -0.088)
H (-1.511, -1.769, -0.144)
H (1.431, -2.002, 3.967)
H (-1.575, 2.655, 3.043)
H (0.832, 0.104, 0.184)
H (1.858, 3.900, 3.660)
H (0.188, -3.518, 0.941)
H (-0.193, -8.127, -2.976)
H (-2.280, 8.220, -2.752)
H (-1.689, 9.417, -1.559)
H (-3.535, -5.404, 1.622)
H (0.467, -2.335, -1.673)
H (0.062, 5.555, -1.843)
H (0.424, 3.817, -2.039)
H (-3.180, -7.068, 1.086)
H (0.625, 4.493, -6.758)
H (-0.719, -9.504, 3.551)
H (-2.001, -9.695, 4.783)
H (1.947, -1.476, -1.325)
H (-1.678, 7.672, -1.157)
H (0.199, 6.216, -6.519)
H (-1.067, -6.592, -2.679)
H (2.911, -2.309, 2.266)
H (-1.055, 5.046, -7.034)
H (0.036, -2.134, 2.829)
H (-2.483, 3.737, 1.954)
H (2.246, -0.854, 1.452)
H (-1.088, 1.723, 0.740)

Forces on atoms 1 to 6 (eV/Å):
1.38 -0.82 -0.69
-0.17 0.19 -0.03
0.11 0.06 -0.03
0.00 0.05 0.07
-0.18 -0.04 0.00
0.01 0.06 -0.23

Formula: C16H42AlB2BrCaCl2F5KN3O11P
Source: OMol25
Level of theory: ωB97M-V with the def2-TZVPD basis set

Calculated values
E_LUMO	-9.22	eV
charge	+2
DFT total energy	-204925.144	eV
frontier orbital gap	1.81	eV
2S+1	1

CARTESIAN COORDINATES (ANGSTROEM)
Br (2.336, 6.628, -1.893)
Ca (1.565, -4.879, -2.250)
K (5.411, 3.168, 0.603)
Cl (1.126, -8.565, -0.124)
Cl (-1.262, -9.464, 2.071)
P (2.990, -1.034, 1.551)
Al (-5.267, 5.541, 1.106)
F (-3.778, 2.426, -0.964)
F (-4.699, 1.696, 0.989)
F (-3.003, 3.219, 1.041)
F (4.162, 1.267, 4.051)
F (-5.056, 3.864, 0.288)
O (2.302, -1.983, 0.432)
O (3.508, 0.166, 0.719)
O (1.913, 2.093, 2.053)
O (-2.265, -6.285, -1.310)
O (1.781, -0.959, -1.683)
O (0.544, 9.791, -1.835)
O (4.383, -1.742, 1.853)
O (2.994, -2.985, -1.606)
O (4.077, -2.953, 2.597)
O (2.092, -0.881, 2.671)
O (-0.233, 5.179, -0.783)
N (-5.142, -5.868, -1.054)
N (-1.558, 5.770, 0.923)
N (2.400, 2.586, -0.624)
C (-0.228, 7.505, -0.192)
C (4.099, 1.231, 1.561)
C (-4.389, -6.959, 0.984)
C (-4.502, -7.076, -0.533)
C (-0.659, 6.066, -0.056)
C (0.800, 10.415, -2.933)
C (-0.730, -10.410, 0.661)
C (3.040, 3.400, 0.367)
C (0.740, -10.250, 0.396)
C (-1.531, -6.032, -0.147)
C (3.185, 2.478, 1.705)
C (2.284, 9.871, -3.340)
C (0.634, -0.223, -1.143)
C (-0.414, -1.180, -0.663)
C (-2.155, 6.678, 1.885)
C (-3.170, -7.392, -1.218)
B (-4.076, 2.703, 0.331)
B (2.347, -1.840, -0.896)
H (1.632, 2.590, 2.813)
H (2.160, 8.812, -3.439)
H (1.781, 3.118, -1.214)
H (1.344, -10.453, 1.274)
H (-5.376, -7.018, 1.434)
H (-0.595, -5.538, -0.498)
H (-5.163, -7.917, -0.753)
H (-1.343, -0.649, -0.590)
H (5.081, 1.453, 1.107)
H (-1.927, 6.349, 2.899)
H (2.428, -3.698, -1.424)
H (-0.564, -2.010, -1.352)
H (1.050, -10.914, -0.406)
H (-1.792, 7.689, 1.748)
H (-0.942, -11.457, 0.865)
H (2.589, 10.352, -4.270)
H (0.917, 0.476, -0.371)
H (-5.338, -5.975, -2.045)
H (-2.667, -8.237, -0.730)
H (0.488, 7.559, -1.040)
H (3.043, 2.032, -1.162)
H (-3.780, -7.763, 1.403)
H (-3.958, -6.004, 1.288)
H (-4.482, -5.099, -1.007)
H (0.953, 11.513, -2.877)
H (-3.368, -7.684, -2.249)
H (0.159, 10.195, -3.805)
H (-1.075, 8.156, -0.412)
H (2.419, 4.249, 0.587)
H (-1.321, -10.094, -0.193)
H (-3.258, 6.703, 1.772)
H (4.020, 3.812, 0.054)
H (-1.807, 4.787, 0.955)
H (0.258, 0.371, -1.954)
H (4.101, -2.613, 3.503)
H (3.622, 3.104, 2.491)
H (-0.199, -1.533, 0.332)
H (3.002, 10.104, -2.562)
H (0.270, 7.855, 0.713)
H (4.314, 0.865, 2.605)
H (-1.255, -6.943, 0.390)
H (-2.019, -5.328, 0.529)

Forces on atoms 1 to 6 (eV/Å):
0.56 0.32 -0.53
-1.70 -1.93 -1.45
7.02 1.27 0.79
0.14 0.24 -0.12
-0.01 0.04 -0.04
-0.86 0.26 1.76

Formula: C16H42F6O8P
Source: OMol25
Level of theory: ωB97M-V with the def2-TZVPD basis set

Calculated values
E_LUMO	2.59	eV
charge	-1
DFT total energy	-59251.167	eV
frontier orbital gap	9.20	eV
2S+1	1

CARTESIAN COORDINATES (ANGSTROEM)
P (-0.781, 0.976, 0.285)
F (-2.295, 1.378, -0.206)
F (-1.352, 0.472, 1.704)
F (-0.252, 1.596, -1.104)
F (-0.603, 2.468, 0.928)
F (-0.970, -0.509, -0.319)
F (0.740, 0.590, 0.738)
O (2.598, -1.826, -0.425)
O (2.289, -0.127, -2.688)
O (-0.420, -0.821, -3.101)
O (-2.033, -4.011, 0.240)
O (-4.811, 2.575, -1.636)
O (-4.575, 1.812, 1.277)
O (2.763, 5.209, -1.733)
O (1.540, -4.716, 1.476)
C (-1.855, -0.893, -3.195)
C (1.507, 4.919, -1.104)
C (3.682, -1.145, 0.192)
C (1.756, -6.033, 1.006)
C (2.596, 1.225, -2.352)
C (-1.994, -3.182, 1.426)
C (1.657, 5.353, 0.336)
C (-1.054, -3.919, 2.356)
C (-1.368, -5.234, 0.499)
C (-4.111, 3.797, -1.402)
C (-4.519, 1.526, 2.682)
C (2.625, 6.528, 0.249)
C (2.492, -3.752, 1.110)
C (1.789, -2.527, 0.523)
C (3.516, 6.118, -0.931)
C (-1.390, -5.369, 2.024)
H (-0.352, -5.195, 0.097)
H (-4.510, 4.378, -0.573)
H (-3.075, 3.578, -1.128)
H (2.115, -0.572, -1.840)
H (-2.300, 0.062, -3.493)
H (2.164, 4.524, 0.843)
H (-3.000, -3.243, 1.859)
H (3.217, 6.756, 1.133)
H (-4.761, 2.438, -2.583)
H (3.162, -3.502, 1.946)
H (2.723, 1.470, -1.298)
H (1.434, -1.793, 1.249)
H (-3.724, 1.544, 0.884)
H (-3.477, 1.409, 2.984)
H (-0.010, -3.735, 2.075)
H (-1.050, -3.627, 3.409)
H (3.242, -4.113, 0.391)
H (-0.320, -0.568, -2.176)
H (4.068, -0.529, -0.623)
H (1.851, 1.915, -2.757)
H (-1.977, -6.045, 0.085)
H (-1.687, -2.154, 1.260)
H (-4.111, 4.388, -2.321)
H (3.515, 1.456, -2.903)
H (0.936, -2.868, -0.064)
H (-0.800, -6.192, 2.429)
H (2.173, -6.067, -0.001)
H (0.742, 5.488, -1.646)
H (0.730, 5.513, 0.880)
H (-1.962, -1.604, -4.021)
H (2.051, 7.416, -0.036)
H (-5.007, 2.365, 3.174)
H (2.337, -6.660, 1.691)
H (0.744, -6.452, 0.999)
H (-2.412, -5.589, 2.354)
H (-5.020, 0.571, 2.871)
H (4.488, -1.839, 0.452)
H (3.912, 6.948, -1.515)
H (-2.290, -1.255, -2.266)
H (4.359, 5.547, -0.523)
H (1.285, 3.857, -1.189)
H (3.429, -0.501, 1.035)

Forces on atoms 1 to 6 (eV/Å):
0.11 1.62 0.49
0.22 -0.43 0.26
-0.14 -0.27 0.06
0.34 -0.74 -0.29
-0.02 -0.25 0.12
0.14 0.09 -0.24

> Number 1 is which compound?

C16H41FN9O17P